(1)
Computed, not measured: C21H12Br4IrN5O2S as an isolated structure in a non-equilibrium geometry, with the ωB97M-V functional and the def2-TZVPD basis.

Frontier orbital gap (spin up / spin down), eV: 6.0 / 6.2
Highest occupied orbital energy (spin up / spin down), eV: -10.7 / -11.1
2S+1: 2
Net charge: +1
LUMO (spin up / spin down), eV: -4.700 / -4.958

Geometry as XYZ:
```
46
Properties=species:S:1:pos:R:3:forces:R:3:lowdin_spin:R:1
Ir -0.288 0.404 -0.522 -0.15 -0.98 -2.26 0.009
Br -4.021 -0.235 3.514 0.09 -0.02 -0.01 -0.002
Br -7.331 1.004 -0.929 0.21 -0.08 0.01 0.030
Br -7.009 0.290 2.256 0.17 0.03 -0.09 0.038
Br -4.708 0.593 -2.951 -0.03 -0.06 0.01 0.004
S 3.871 -0.027 -2.405 -0.47 -0.14 0.23 -0.003
O -1.918 -0.232 1.273 1.01 0.31 -0.20 0.169
O -2.311 -0.238 -1.363 1.87 0.55 -0.35 0.172
N 1.072 0.666 3.174 0.93 0.15 0.41 0.004
N 1.746 -0.514 -1.034 -2.15 1.83 -0.36 0.010
N 0.559 1.529 0.973 -0.33 -0.85 -1.23 0.002
N 1.135 -0.325 5.202 -0.20 0.00 0.00 0.002
N -0.679 -0.724 3.812 0.22 -0.02 0.15 0.002
C -5.664 0.471 -0.252 0.32 -0.02 -1.07 0.094
C -3.300 -0.039 -0.615 -0.33 0.03 1.18 0.152
C 0.499 1.082 -5.358 -0.19 0.08 -0.10 0.001
C 0.719 1.043 2.036 0.07 0.36 -0.08 0.007
C -5.507 0.243 1.133 0.42 -0.23 0.85 0.117
C 2.782 -0.877 -0.220 0.93 -0.19 0.64 0.001
C -3.100 -0.107 0.847 -0.43 0.10 -0.66 0.148
C -0.692 1.579 -4.842 0.46 -0.08 0.12 -0.001
C -0.009 0.980 -2.608 0.83 -1.06 1.66 0.001
C 2.679 -1.435 1.052 -0.02 0.17 -0.22 0.000
C -4.581 0.307 -1.100 -0.82 0.16 -0.20 0.029
C 1.206 0.490 -3.138 -0.68 0.46 -0.26 0.001
C 1.450 0.547 -4.511 0.04 -0.05 0.30 -0.001
C 5.086 -1.355 1.227 0.09 0.00 -0.10 0.000
C 0.480 -0.121 4.056 -0.61 -0.32 0.05 0.002
C -0.935 1.528 -3.476 -0.34 0.24 0.74 0.003
C 3.835 -1.655 1.767 -0.05 -0.03 -0.03 0.000
C -4.251 -0.022 1.657 -0.66 0.05 0.40 0.014
C 5.213 -0.875 -0.063 0.00 -0.07 0.08 0.000
C 4.053 -0.644 -0.785 -0.60 -0.08 0.04 0.001
C 2.154 -0.052 -2.200 0.34 -0.22 0.34 -0.006
H -1.860 1.936 -3.095 -0.12 -0.09 0.05 0.001
H -1.435 2.013 -5.492 -0.06 0.01 -0.08 0.000
H 0.738 -0.877 5.942 0.03 0.00 0.02 0.000
H 1.708 -1.693 1.444 -0.13 0.01 0.10 0.000
H 5.970 -1.516 1.824 0.11 -0.04 0.02 0.000
H 2.373 0.134 -4.896 0.04 0.06 -0.11 0.000
H 3.770 -2.077 2.757 0.03 -0.04 0.12 0.000
H -1.161 -1.252 4.521 0.09 -0.03 0.00 0.000
H 1.987 0.180 5.370 -0.01 0.03 -0.03 0.000
H -1.180 -0.563 2.937 -0.08 0.11 -0.01 0.000
H 6.180 -0.676 -0.498 0.10 0.00 0.01 0.000
H 0.675 1.116 -6.422 0.05 -0.02 -0.06 0.000
```
Positions in Å, forces in eV/Å.

(2)
Computed, not measured: C3H39GaNO16 as an isolated structure, with the ωB97M-V functional and the def2-TZVPD basis.

Frontier orbital gap, eV: 7.2
Highest occupied orbital energy, eV: -5.3
Net charge: -1
LUMO, eV: 1.880

Geometry as XYZ:
```
60
Properties=species:S:1:pos:R:3:forces:R:3:mulliken_charge:R:1
Ga 0.671 -1.648 -0.204 0.29 -0.08 -0.42 -0.246
O -0.320 8.941 -2.646 0.07 -0.03 0.09 -0.636
O -2.761 1.018 2.516 -0.02 0.00 0.10 -0.561
O -6.489 -1.491 -3.754 0.01 -0.02 -0.20 -0.650
O 0.748 -5.867 0.804 0.02 -0.29 -0.19 -0.618
O 4.141 1.007 2.154 0.24 0.03 -0.09 -0.574
O 2.726 -3.968 2.983 0.12 -0.10 -0.03 -0.695
O 1.135 -4.168 -3.371 0.05 0.06 -0.04 -0.677
O -1.887 -0.173 7.070 -0.12 -0.10 0.06 -0.639
O -1.603 -3.078 -3.267 0.00 -0.15 -0.33 -0.670
O 2.558 7.866 -2.060 -0.05 0.01 0.10 -0.655
O -3.043 -2.145 -0.303 0.39 0.06 -0.17 -0.705
O 4.408 0.818 -1.592 -0.02 0.21 -0.20 -0.593
O 2.006 5.287 -0.457 0.18 0.01 -0.18 -0.666
O -4.048 -0.393 -2.560 -0.07 0.04 -0.04 -0.703
O 0.338 2.808 -1.251 0.25 0.30 -0.01 -0.677
O -1.902 -1.229 4.274 -0.18 0.12 0.37 -0.702
N 1.792 -3.184 0.279 -0.06 0.03 0.13 -0.467
C -1.047 -1.631 0.977 -0.68 -0.41 0.04 -0.133
C 1.749 0.028 0.019 -0.35 -0.05 0.29 -0.629
C -2.134 -1.391 0.061 -0.31 0.37 -0.11 0.230
H 4.900 0.371 -2.285 0.10 -0.03 0.11 0.290
H 4.398 0.475 2.913 -0.08 0.03 0.04 0.296
H 2.254 7.452 -1.245 0.02 0.00 0.09 0.326
H 4.094 1.915 2.467 -0.04 -0.03 0.07 0.287
H 0.566 -4.975 1.128 0.13 0.01 0.05 0.312
H -1.767 -3.841 -3.830 -0.26 -0.02 0.11 0.308
H 1.809 8.406 -2.340 -0.03 0.00 -0.14 0.349
H 1.301 0.702 0.754 0.01 0.07 -0.03 0.511
H 1.793 0.526 -0.948 0.13 0.00 -0.07 -0.170
H 1.177 2.326 -1.247 -0.20 -0.35 0.12 0.356
H -1.079 9.462 -2.921 0.02 0.01 0.00 0.305
H -2.087 -3.231 -2.445 0.09 0.07 0.09 0.317
H -3.851 -0.960 -1.793 0.12 -0.24 0.09 0.474
H 1.658 4.388 -0.548 -0.32 0.13 0.04 0.313
H -2.612 1.632 1.791 0.05 -0.04 -0.01 0.296
H -2.750 -1.014 4.677 -0.11 -0.13 -0.19 0.283
H 1.611 -3.630 -2.727 -0.01 -0.02 0.00 0.284
H 0.260 -3.751 -3.358 0.00 0.10 0.15 0.438
H 2.377 -3.898 2.067 -0.15 0.29 -0.02 0.395
H 3.546 -4.458 2.883 -0.04 -0.05 0.01 0.282
H -3.587 1.286 2.928 -0.01 0.06 -0.07 0.261
H -5.603 -1.120 -3.615 -0.01 0.04 0.28 0.344
H 1.727 -3.933 -0.403 0.00 -0.04 0.04 0.204
H -1.213 -2.556 1.532 0.18 -0.01 0.03 0.437
H 2.765 -0.173 0.345 0.09 0.03 -0.03 0.203
H -1.716 -0.713 6.285 0.28 0.13 -0.11 0.388
H -4.114 0.497 -2.206 -0.01 -0.01 0.01 0.275
H -1.638 -0.729 7.813 0.01 0.00 -0.01 0.317
H 0.171 -1.798 -1.726 0.02 -0.05 0.08 -0.246
H -2.131 -0.380 -0.409 0.13 0.02 0.14 0.068
H 0.004 2.709 -2.148 0.02 -0.03 0.01 0.316
H 2.754 -2.859 0.235 -0.01 -0.01 -0.01 0.209
H 2.424 5.445 -1.312 0.03 -0.05 0.01 0.342
H -1.833 -0.578 3.562 0.06 -0.05 -0.06 0.374
H -0.931 -0.783 1.649 0.21 0.11 -0.12 -0.272
H -0.622 8.428 -1.889 -0.05 -0.02 -0.04 0.318
H 4.990 0.882 -0.828 -0.04 -0.12 0.03 0.305
H 0.260 -6.490 1.347 -0.09 0.19 0.13 0.272
H -6.343 -2.438 -3.825 0.01 0.01 0.02 0.298
```
Positions in Å, forces in eV/Å.

(3)
Computed, not measured: a single C9H19ClSi molecule in a non-equilibrium geometry, with the ωB97M-V functional and the def2-TZVPD basis.

Frontier orbital gap, eV: 9.8
ΔE to the lowest compared entry with this formula, charge and spin, eV: 2.634
Highest occupied orbital energy, eV: -9.0
Net charge: 0
SMILES string: CCCC[SiH2]/C(=C\Cl)C(C)C
LUMO, eV: 0.813

Geometry as XYZ:
```
30
Properties=species:S:1:pos:R:3:forces:R:3:mulliken_charge:R:1
Cl -0.795 3.074 0.016 1.07 2.18 -0.63 -0.182
Si -0.704 0.443 -2.015 2.78 0.45 2.33 0.343
C -1.511 0.582 -0.337 -0.41 -1.03 -0.10 0.217
C -1.467 1.633 0.465 -1.78 -1.39 2.84 -0.056
C -2.238 -0.701 0.059 -0.91 1.78 2.44 -0.096
C 3.807 -0.016 1.217 2.32 -1.90 3.07 -1.155
C -1.941 -1.282 1.477 1.10 -2.45 -0.11 -1.246
C 1.214 0.185 -1.629 -0.35 0.36 -1.29 -1.041
C 3.352 0.096 -0.210 -1.13 1.06 0.29 -0.387
C -3.768 -0.434 0.062 0.21 -0.13 0.45 -1.098
C 1.829 0.290 -0.235 -0.40 1.74 -0.99 -0.058
H -0.796 1.613 -2.819 -0.47 0.70 -0.89 -0.177
H -0.848 -1.762 1.527 -2.14 1.50 0.08 0.250
H -1.920 1.700 1.559 0.95 -0.48 -2.43 0.182
H 1.434 1.288 0.215 1.12 -1.67 -0.42 0.130
H -3.781 0.555 0.580 -0.96 -0.90 -0.22 0.307
H 4.935 -0.011 1.180 -0.87 -0.03 0.23 0.349
H -0.992 -0.835 -2.536 -0.93 -1.00 -0.92 -0.192
H -4.094 -1.290 0.711 -0.79 1.17 -0.72 0.357
H -4.350 -0.383 -0.906 0.97 -0.09 0.97 0.270
H -2.005 -1.480 -0.558 0.68 -1.86 -2.05 0.511
H 1.770 0.901 -2.240 -0.17 0.33 -0.17 0.422
H 3.638 -0.763 -0.836 -0.11 0.07 0.47 0.317
H 1.423 -0.745 -2.184 0.18 -0.13 0.68 0.380
H 3.597 -1.058 1.750 0.03 2.02 -1.28 0.254
H 3.589 0.765 2.046 -0.28 -0.88 -1.96 0.274
H -2.621 -2.242 1.589 1.21 2.00 0.05 0.381
H -2.139 -0.571 2.309 0.25 -0.58 -0.50 0.275
H 1.513 -0.504 0.359 -1.22 -1.23 1.29 0.111
H 3.872 0.951 -0.615 0.06 0.42 -0.49 0.358
```
Positions in Å, forces in eV/Å.

(4)
Computed, not measured: a 9-piece molecular cluster, C11H22Cl16O3 overall in a non-equilibrium geometry, with the ωB97M-V functional and the def2-TZVPD basis.

Frontier orbital gap, eV: 10.9
ΔE to the lowest compared entry with this formula, charge and spin, eV: 0.050
Highest occupied orbital energy, eV: -10.5
Net charge: 0
SMILES string: COC(=O)OC.ClCCl.ClCCl.ClCCl.ClCCl.ClCCl.ClCCl.ClCCl.ClCCl
LUMO, eV: 0.436

Geometry as XYZ:
```
52
Properties=species:S:1:pos:R:3:forces:R:3:mulliken_charge:R:1
Cl -0.214 4.158 1.323 0.60 1.14 0.86 -0.070
Cl 3.063 -3.992 0.162 0.55 0.06 0.31 -0.079
Cl 0.804 -0.327 5.979 0.24 0.81 -0.90 -0.171
Cl 1.589 4.258 -2.223 0.09 -0.66 0.01 -0.146
Cl -3.218 -3.914 2.149 0.07 0.42 -0.15 -0.199
Cl -1.359 1.321 4.991 0.08 0.21 -0.11 -0.137
Cl 2.586 -5.185 -2.357 0.27 -0.30 -0.30 -0.141
Cl -1.615 1.550 -3.660 -0.12 0.29 -1.10 -0.029
Cl -1.450 1.909 -6.766 -0.65 0.24 1.57 -0.165
Cl -1.796 -4.490 -0.342 -0.11 0.31 0.40 -0.184
Cl 3.062 1.630 -2.244 -0.68 0.27 -0.09 -0.139
Cl 0.673 6.932 0.617 0.05 -0.64 0.53 -0.167
Cl -3.602 0.188 0.441 -0.37 -0.47 0.40 -0.132
Cl -4.498 1.275 2.988 -0.21 -1.06 -0.33 -0.161
Cl 1.254 -1.872 -3.974 -0.72 -0.26 0.87 -0.184
Cl -1.515 -2.254 -2.857 0.11 0.46 -0.16 -0.144
O 1.900 -0.101 1.730 1.76 0.77 1.45 -0.418
O 0.696 1.116 0.509 -0.88 1.66 -0.87 -0.112
O 0.096 -0.989 0.872 -2.15 -2.00 -0.29 -0.440
C 0.207 -2.537 -2.644 0.67 -0.76 0.00 0.235
C -4.539 -0.209 1.936 0.39 1.11 -0.37 -0.163
C 3.754 -5.116 -1.007 -0.73 -0.40 -0.63 -0.364
C -2.474 1.868 -5.241 0.32 -0.82 0.09 -0.418
C -0.457 1.299 -0.320 -0.35 0.73 -0.93 -0.770
C 2.195 -1.196 2.584 -0.14 -0.67 0.46 -0.506
C -2.024 -3.300 0.990 0.87 -0.39 -0.34 0.456
C 0.401 1.100 4.923 -0.52 -0.10 0.44 0.184
C 1.898 2.693 -3.067 0.22 0.84 -0.69 0.074
C 0.795 -0.051 1.039 1.25 -0.91 0.17 0.767
C 1.037 5.464 1.631 -0.40 -0.06 -1.88 -0.376
H -5.562 -0.402 1.616 0.22 0.05 0.29 0.357
H 0.929 2.251 -3.299 0.28 -0.35 0.58 -0.119
H 1.167 5.843 2.645 -0.36 -0.69 -0.08 0.369
H -0.172 2.032 -1.076 0.13 0.01 0.13 0.255
H 1.322 -1.652 3.052 -0.33 0.22 -0.30 0.313
H -1.308 1.718 0.216 0.26 -0.12 0.37 0.423
H -0.803 0.401 -0.831 0.36 -0.22 0.26 0.139
H -3.053 2.777 -5.077 0.38 -0.06 -0.46 0.317
H -4.058 -1.055 2.427 -0.14 0.30 0.03 0.085
H -1.050 -3.211 1.472 -0.31 -0.11 0.11 0.077
H -3.109 0.989 -5.359 0.04 0.34 -0.07 0.282
H 0.644 0.996 3.865 0.29 -0.58 0.32 -0.202
H 0.883 1.998 5.309 -0.06 -0.33 0.19 0.319
H 0.345 -3.618 -2.606 0.00 0.19 -0.43 0.148
H 2.338 2.983 -4.020 0.11 -0.13 0.22 0.362
H 4.710 -4.817 -1.438 -0.18 0.27 0.44 0.292
H 0.553 -2.202 -1.666 -0.14 0.62 -0.29 -0.069
H 3.793 -6.124 -0.593 0.09 0.32 0.14 0.287
H 2.802 -0.831 3.413 0.13 0.21 -0.31 0.322
H 2.730 -1.994 2.068 0.05 0.22 -0.19 0.038
H -2.261 -2.323 0.568 -0.44 -0.30 0.07 -0.131
H 1.908 5.017 1.152 0.11 0.29 0.59 0.235
```
Positions in Å, forces in eV/Å.